The following is a quantum chemistry calculation of a gas-phase ion, C4H12N2P (charge +1), from OMol25.

LUMO = -3.42 eV
Spin multiplicity = 1
Charge = +1
SMILES = N[C@@H]1CC[NH2+][C@H]1P
Energy above the lowest of the compared OMol25 structures with the same formula, charge and spin = 2.234 eV

```
19
Properties=species:S:1:pos:R:3:lowdin_charge:R:1
C 1.195 -0.360 0.669 -0.123
C 0.391 -1.724 0.450 -0.196
C 0.278 0.794 0.374 -0.479
C -0.681 0.331 -0.693 -0.289
N 1.014 2.004 -0.025 0.066
N -0.313 -1.435 -0.708 0.047
P -2.532 0.498 -0.062 0.894
H 1.683 -0.370 1.743 0.168
H 2.010 -0.235 -0.105 0.130
H 1.109 -2.571 0.333 0.154
H 0.015 -1.751 1.437 0.119
H -0.366 0.928 1.204 0.100
H -0.495 0.763 -1.616 0.078
H 1.223 2.540 0.836 0.105
H 1.954 1.950 -0.318 0.061
H 0.338 -1.569 -1.480 0.166
H -1.292 -1.951 -0.840 0.214
H -3.052 0.341 -1.336 -0.105
H -2.478 1.819 0.137 -0.111
```